Formula: C6HO6Sm
Source: the OMol25 dataset
Level of theory: ωB97M-V/def2-TZVPD

```
! wB97M-V def2-TZVPD RIJCOSX def2/J DEFGRID3
* xyz 2 6
O 0.766 0.026 -3.451
C -0.189 0.009 -2.838
Sm 0.365 0.008 0.817
O 2.848 -0.004 -1.944
C 1.983 -0.003 -1.153
C -2.053 -0.020 0.876
O -3.238 -0.034 0.868
C -0.310 -2.267 0.117
O -0.648 -3.348 -0.142
C -0.353 2.260 0.064
O -0.710 3.303 -0.226
H -1.135 -0.012 -0.560
O 1.535 0.048 4.335
C 1.140 0.035 3.237
*
```

Its expectation value of S² is 8.86. For the frontier orbital gap (spin up / spin down), the calculation gives 7.352 / 7.375 eV. The max |F| comes out at 8.2 eV/A.